Here is a 3-piece molecular cluster, CH7NO3 overall in a non-equilibrium geometry from the OMol25 dataset. Energies are from ωB97M-V/def2-TZVPD.

Calculated values
**Energy above the lowest of the compared OMol25 structures with the same formula, charge and spin**: 0.004 eV
**Lowest unoccupied orbital energy**: 0.026 Ha

Last column: Mulliken charge in e.
Geometry (Å):
N: 1.75383 0.75994 0.75513  -0.333
C: 0.54926 1.11226 0.24906  0.307
O: -0.03268 2.10275 0.66804  -0.600
H: 2.14107 1.32858 1.48950  0.229
H: 2.27430 -0.05283 0.45982  0.219
H: 0.11414 0.43036 -0.48563  0.186
O: 0.22659 -2.02090 -0.92869  -0.667
H: 0.46058 -1.84297 -1.84197  0.312
H: -0.69896 -1.78152 -0.79223  0.347
O: -2.34249 -0.29052 -0.12422  -0.661
H: -1.97813 0.59157 -0.28171  0.325
H: -2.46751 -0.33672 0.83290  0.337